C2H4N2OS | ωB97M-V/def2-TZVPD

```
10
Properties=species:S:1:pos:R:3:forces:R:3:lowdin_charge:R:1
N -1.104 -0.021 -0.615 -0.38 5.16 0.63 0.0348
C 0.206 0.212 -0.142 0.85 -4.06 1.45 -0.8644
C 0.262 -0.137 1.808 -0.10 0.74 -4.53 -0.1818
O 0.750 1.391 -0.268 -1.39 1.83 0.36 0.0210
H 1.578 1.373 -0.723 0.88 -0.22 -0.46 0.0897
S 1.269 -1.120 -0.907 -1.06 -0.11 0.17 0.7690
H 0.198 -1.651 -1.601 0.98 0.42 0.38 -0.0978
N 0.067 -0.116 2.929 -0.19 -0.14 1.85 0.0199
H -1.691 0.837 -0.312 1.06 -1.64 -0.86 0.1523
H -1.535 -0.767 -0.170 -0.64 -1.99 1.00 0.0574
```
Positions in Å, forces in eV/Å.

- Strongest force on any atom: 5.21 eV Å⁻¹
- Electronic energy: -17999.29003 eV